[1]
{"formula": "C16H21N3O4S2", "method": "ωB97M-V/def2-TZVPD", "de_lowest_kcal_mol": 59.9, "lumo_ev": 0.48, "species": ["C", "H", "H", "H", "C", "N", "S", "O", "O", "C", "C", "C", "C", "C", "C", "O", "C", "H", "H", "H", "H", "H", "C", "O", "N", "C", "N", "C", "C", "S", "H", "H", "C", "H", "H", "H", "H", "C", "C", "H", "H", "H", "H", "H", "H", "H"], "xyz": [[0.869, 0.959, -2.558], [0.952, 1.182, -3.619], [0.944, -0.116, -2.421], [-0.108, 1.282, -2.208], [1.987, 1.670, -1.799], [1.917, 1.451, -0.370], [2.924, 0.285, 0.254], [4.029, 0.107, -0.650], [3.221, 0.619, 1.621], [1.919, -1.215, 0.233], [0.555, -1.001, 0.150], [-0.342, -2.045, -0.019], [0.161, -3.344, -0.138], [1.505, -3.571, 0.003], [2.417, -2.523, 0.232], [3.673, -2.945, 0.435], [4.676, -2.128, 1.010], [5.380, -2.823, 1.470], [4.267, -1.456, 1.765], [5.184, -1.534, 0.249], [1.911, -4.570, -0.042], [-0.528, -4.156, -0.312], [-1.794, -1.814, -0.107], [-2.569, -2.673, -0.539], [-2.227, -0.603, 0.334], [-3.520, -0.456, 0.278], [-4.170, 0.634, 0.714], [-5.533, 0.575, 0.546], [-5.954, -0.567, -0.013], [-4.626, -1.651, -0.357], [-6.964, -0.843, -0.237], [-6.126, 1.412, 0.867], [-3.489, 1.751, 1.315], [-3.309, 2.537, 0.579], [-2.535, 1.401, 1.703], [-4.093, 2.153, 2.128], [0.184, 0.007, 0.195], [1.501, 2.541, 0.482], [0.021, 2.878, 0.323], [-0.590, 1.991, 0.464], [-0.261, 3.622, 1.063], [-0.176, 3.283, -0.667], [1.710, 2.219, 1.503], [2.105, 3.435, 0.277], [1.949, 2.746, -1.993], [2.954, 1.293, -2.142]], "mulliken_charge": [-1.03, 0.45, 0.25, 0.23, -0.83, 0.25, 1.36, -0.75, -0.70, 0.79, -0.77, -0.25, -0.94, -0.52, 0.61, -0.51, -0.86, 0.29, 0.38, 0.32, 0.46, 0.47, 0.42, -0.81, -0.32, 0.48, 0.12, -0.44, -0.42, 0.03, 0.40, 0.38, -1.04, 0.30, 0.36, 0.39, 0.52, -0.62, -0.73, 0.01, 0.48, 0.26, 0.35, 0.36, 0.41, 0.43]}

[2]
{"formula": "C16H21N3O4S3", "method": "ωB97M-V/def2-TZVPD", "lumo_ev": 0.34, "species": ["C", "C", "C", "C", "C", "C", "C", "S", "O", "O", "N", "C", "C", "O", "C", "O", "N", "C", "S", "C", "S", "N", "C", "C", "C", "C", "H", "H", "H", "H", "H", "H", "H", "H", "H", "H", "H", "H", "H", "H", "H", "H", "H", "H", "H", "H", "H"], "xyz": [[-4.951, -1.550, -1.594], [-3.917, -1.396, -0.522], [-4.443, -2.102, 0.877], [-3.552, -1.920, 1.837], [-2.295, -1.272, 1.529], [-1.368, -0.970, 2.841], [-1.992, -0.548, 0.424], [-0.550, 0.546, 0.242], [0.582, -0.284, 0.501], [-0.643, 0.912, -1.026], [-0.789, 1.549, 1.344], [-1.204, 3.079, 0.716], [-0.293, 4.047, 0.596], [0.717, 3.514, -0.720], [1.739, 2.565, 0.067], [1.993, 2.394, 1.237], [2.246, 1.907, -0.899], [2.957, 0.655, -0.395], [3.729, 0.509, 1.058], [4.536, -0.887, 0.539], [5.606, -1.649, 1.685], [4.255, -1.121, -0.649], [4.734, -2.498, -1.192], [3.414, -0.417, -1.188], [2.906, -0.638, -2.629], [-2.738, -0.562, -0.656], [-5.167, -2.537, -2.041], [-4.505, -1.037, -2.545], [-5.922, -1.332, -1.367], [-5.281, -2.533, 0.701], [-3.794, -2.277, 2.632], [-0.429, -0.788, 2.549], [-1.707, -1.585, 3.502], [-1.538, -0.124, 3.184], [-0.096, 1.745, 2.026], [-1.899, 2.785, -0.009], [-2.023, 3.426, 1.425], [-0.573, 4.955, 0.001], [0.309, 4.282, 1.522], [1.593, 1.625, -1.703], [5.272, -2.005, -2.119], [4.003, -3.165, -1.507], [5.513, -2.818, -0.248], [1.928, 0.036, -2.790], [2.741, -1.811, -2.573], [3.565, -0.387, -3.135], [-2.668, -0.319, -1.530]], "mulliken_charge": [-1.42, 0.93, -1.17, -1.16, 0.86, -2.73, 0.37, 1.48, -0.59, -0.65, -0.30, -0.75, -0.22, -0.54, 0.48, -0.60, -0.18, 0.83, -0.21, 0.17, -0.47, 0.09, -0.83, 0.12, -1.69, -1.52, 0.36, 0.26, 0.37, 0.72, 0.75, 0.63, 0.61, 0.79, 0.46, 0.47, 0.39, 0.32, 0.25, 0.35, 0.35, 0.32, 0.19, 0.23, 0.34, 0.64, 0.93]}

[3]
{"formula": "C16H21N3OS", "method": "ωB97M-V/def2-TZVPD", "de_lowest_kcal_mol": 39.3, "lumo_ev": 0.77, "species": ["C", "C", "O", "C", "C", "C", "C", "C", "N", "C", "C", "C", "S", "C", "N", "C", "C", "C", "N", "C", "C", "H", "H", "H", "H", "H", "H", "H", "H", "H", "H", "H", "H", "H", "H", "H", "H", "H", "H", "H", "H", "H"], "xyz": [[1.748, -3.803, -1.138], [1.277, -3.319, -2.507], [1.204, -1.912, -2.596], [0.137, -1.245, -2.071], [0.175, 0.144, -2.209], [-0.857, 0.924, -1.740], [-1.955, 0.350, -1.105], [-3.061, 1.232, -0.587], [-2.504, 2.314, 0.207], [-1.962, 1.876, 1.479], [-1.063, 2.958, 2.074], [0.091, 3.281, 1.125], [1.741, 3.116, 1.890], [1.987, 1.397, 1.808], [3.155, 0.963, 2.271], [3.368, -0.336, 2.214], [2.427, -1.224, 1.704], [1.244, -0.658, 1.252], [1.020, 0.642, 1.301], [-1.987, -1.027, -0.965], [-0.960, -1.826, -1.445], [1.028, -3.547, -0.364], [2.698, -3.335, -0.894], [1.878, -4.882, -1.156], [0.316, -3.776, -2.774], [2.013, -3.600, -3.266], [1.031, 0.583, -2.698], [-0.826, 1.996, -1.859], [-3.586, 1.681, -1.437], [-3.789, 0.620, -0.024], [-3.200, 3.038, 0.356], [-2.749, 1.608, 2.207], [-1.355, 0.988, 1.289], [-0.676, 2.601, 3.030], [-1.648, 3.858, 2.270], [0.076, 2.607, 0.272], [0.056, 4.311, 0.778], [4.324, -0.672, 2.595], [2.605, -2.285, 1.667], [0.437, -1.249, 0.837], [-2.827, -1.497, -0.473], [-1.034, -2.895, -1.320]], "mulliken_charge": [-0.92, -0.51, -0.47, 0.95, -0.66, -0.25, 0.33, -1.07, -0.21, -0.27, -0.92, 0.14, -0.22, 0.18, -0.57, -0.18, -0.87, 0.10, -0.02, -0.93, -0.28, 0.23, 0.26, 0.43, 0.34, 0.35, 0.42, 0.30, 0.40, 0.32, 0.28, 0.35, 0.10, 0.42, 0.35, -0.33, 0.40, 0.39, 0.42, 0.54, 0.31, 0.39]}

[4]
{"formula": "C16H21N5O3W", "method": "ωB97M-V/def2-TZVPD", "de_lowest_kcal_mol": 9.9, "lumo_ev": [-15.27, -15.38], "charge": 4, "spin_multiplicity": 3, "species": ["N", "C", "C", "H", "H", "H", "N", "C", "C", "H", "H", "H", "N", "C", "C", "H", "H", "H", "W", "C", "O", "C", "O", "C", "C", "C", "C", "C", "C", "H", "H", "H", "H", "H", "H", "C", "N", "C", "N", "O", "H", "H", "H", "H", "H", "H"], "xyz": [[1.697, -1.196, 2.689], [1.767, -2.357, 2.772], [1.943, -3.798, 2.888], [2.811, -3.995, 3.538], [2.117, -4.261, 1.902], [1.033, -4.223, 3.328], [-0.918, 0.077, -2.951], [-1.932, -0.005, -3.525], [-3.067, -0.421, -4.292], [-2.851, -1.381, -4.786], [-3.300, 0.328, -5.048], [-3.943, -0.545, -3.648], [1.286, 1.564, -0.462], [1.665, 2.391, 0.271], [2.235, 3.407, 1.119], [1.450, 4.095, 1.484], [3.001, 3.999, 0.565], [2.709, 2.925, 2.005], [0.849, 0.090, -1.999], [-1.030, 0.971, -0.497], [-1.691, 1.898, -0.278], [-0.426, -1.562, -0.296], [-0.945, -2.057, 0.606], [1.635, -1.845, -2.173], [2.524, -1.060, -1.412], [2.961, 0.178, -1.927], [2.528, 0.603, -3.189], [1.645, -0.182, -3.939], [1.229, -1.437, -3.456], [1.335, -2.820, -1.815], [2.784, -1.335, -0.387], [3.668, 0.767, -1.358], [2.806, 1.592, -3.544], [1.307, 0.177, -4.911], [0.610, -2.106, -4.053], [0.564, 2.459, 4.928], [0.128, 1.096, 4.831], [-0.490, 0.593, 3.707], [-0.829, -0.737, 3.866], [-0.733, 1.239, 2.690], [0.731, 2.887, 3.939], [1.487, 2.501, 5.508], [-0.187, 3.064, 5.447], [0.388, 0.435, 5.554], [-1.303, -1.151, 3.087], [-1.087, -1.066, 4.781]], "mulliken_charge": [-0.44, 0.43, -0.89, 0.35, 0.29, 0.31, -0.55, 0.74, -0.99, 0.34, 0.37, 0.35, -0.60, 0.81, -1.20, 0.36, 0.40, 0.33, 1.90, 0.10, -0.09, 0.30, -0.08, -0.85, -0.50, -0.16, -0.53, -0.48, -0.35, 0.71, 0.39, 0.66, 0.47, 0.53, 0.55, -0.57, 0.02, 0.67, -0.28, -0.50, 0.12, 0.38, 0.36, 0.34, 0.17, 0.28]}

no.,F_max (eV/A)
1,1.26
2,16.57
3,0.58
4,9.82